Entry 1:
ORCA calculation (ωB97M-V with the def2-TZVPD basis set) on a structure of composition C5H8O5 at a distorted geometry.

Cartesian coordinates (Å):
C 0.32720 -1.76351 -1.37921
O -0.78791 -1.54404 1.46430
H -1.31323 -0.47390 -0.85459
C -0.13227 -0.73275 0.86064
C -0.23412 -0.54731 -0.64701
H 0.18378 -1.64737 -2.45985
O 1.32020 -0.34966 1.57070
O 1.07656 0.82804 -2.12068
C 0.40865 0.74916 -1.12197
O -0.68290 1.22134 1.64427
C -0.84691 2.02074 0.51818
O 0.23755 1.85660 -0.38953
H -0.83263 3.08247 0.78556
H 1.40181 -0.85329 2.39089
H 0.46969 0.96836 1.96092
H 1.39679 -1.88217 -1.16729
H -1.78007 1.73412 0.01614
H -0.21220 -2.66680 -1.07147

## Properties
HOMO energy, eV: -10.62
Kohn-Sham gap, eV: 11.145
LUMO level, Ha: 0.019
Energy above the lowest of the compared OMol25 structures with the same formula, charge and spin, kJ/mol: 231.50

Atom charges from the Mulliken analysis, given in e for atoms 1 to 8:
1 C -1.5545
2 O -0.5361
3 H 0.2873
4 C 0.5677
5 C 0.5571
6 H 0.3677
7 O -0.6439
8 O -0.5724

---

Entry 2:
ORCA calculation (ωB97M-V with the def2-TZVPD basis set) on a structure of composition C12H20IrO2PS2.

Cartesian coordinates (Å):
C -0.57025 1.00135 -1.33334
O 0.80025 1.85170 4.26046
H 1.99862 3.72226 2.60463
S 1.84989 0.81787 1.58802
C -1.75069 0.38830 -0.79965
H 0.06405 -1.30535 7.14471
S -0.88530 -0.11880 2.67064
H -1.01120 4.49966 3.11397
C 0.45831 3.30626 4.06007
H -2.60774 1.00643 -0.56775
H 2.00358 1.07410 6.53633
C -0.56915 -1.72250 -0.63554
H 0.18825 3.59156 5.07401
H 3.44013 0.11502 6.10152
C 0.59839 -1.12296 -1.22005
Ir -0.02306 0.02342 0.56837
C -0.71882 3.44977 3.13185
H -0.45830 -1.59696 5.49075
C 0.57600 0.22695 -1.62315
C 0.11803 -0.92354 6.12513
H -0.51365 -2.73923 -0.26957
H 2.00178 -1.86557 5.67148
H -0.45436 3.15986 2.11210
O 1.65669 -0.48186 4.23948
H 1.51721 5.08943 3.61053
C -1.76587 -0.98602 -0.50544
H 1.46959 0.69473 -2.01369
C 1.71057 4.01642 3.61489
H -0.33362 0.07112 6.12646
H 1.51205 -1.69877 -1.28232
C 2.42984 0.07208 6.50458
H 2.49226 -0.30267 7.52682
H 2.53680 3.82687 4.29771
P 0.91765 0.57610 3.42875
H -2.63264 -1.43837 -0.04243
H -1.57648 2.86950 3.46968
H -0.55710 2.07004 -1.50120
C 1.56620 -0.87079 5.71139

## Properties
HOMO energy, eV: -16.05
Kohn-Sham gap, eV: 6.857
Net charge: +2
LUMO level, Ha: -0.338

Atom charges from the Mulliken analysis, given in e for atoms 1 to 8:
1 C -0.2395
2 O -0.1575
3 H 0.2838
4 S -0.3943
5 C -0.2373
6 H 0.4362
7 S -0.3550
8 H 0.4608

---

Entry 3:
ORCA calculation (ωB97M-V with the def2-TZVPD basis set) on a structure of composition C18H39MnN4OPSi at a distorted geometry.

Cartesian coordinates (Å):
C -1.81031 0.30889 4.34270
H -0.50055 2.22219 -5.30820
C -1.26324 3.05547 -0.43753
H 1.18197 2.47978 -4.75418
P 0.12793 0.57281 -3.66417
H 2.91723 2.47251 -0.97037
N 1.00891 -0.16120 4.19111
H 2.95615 -0.84483 3.55894
H 1.54718 -1.16605 5.89687
H -2.67634 0.86734 3.96707
H -0.06715 -1.58094 5.28950
C 0.79096 -3.00353 -1.34011
C -1.58764 0.21089 -3.24536
C -1.35380 -4.69015 -0.72374
C 0.24635 -0.34407 3.11941
H 1.87982 -0.56275 1.94467
N 0.84822 -0.48508 1.87437
C -2.20216 3.05457 0.70231
H -1.77259 3.64333 1.48244
C -1.48542 -3.34031 -0.51087
H 2.31463 3.01201 -2.56643
H 2.89280 0.28639 4.95648
C 2.44355 0.05910 3.98532
H 3.77250 1.99072 -2.45588
H -2.43995 -2.92463 -0.19062
H 0.40597 -1.63055 -4.62984
H -0.07673 -6.29885 -1.46864
H -1.59827 -0.52094 -2.40854
H -1.17058 1.00817 4.88579
H -2.09665 1.10892 -2.91195
N -1.10511 -0.28705 3.21369
H 2.62426 0.92613 3.29714
H -2.38995 2.09051 1.20603
H 0.21066 -0.02338 6.11953
O -1.26617 1.99298 -1.20017
H 0.91751 3.40944 -0.53617
H -3.13836 3.47517 0.40159
H 1.67601 0.19060 -0.67392
N -0.48533 -1.16703 -0.50407
H 1.81027 -4.76692 -2.02204
H -0.15170 4.71568 -0.99553
H -0.00947 -0.40858 -5.88214
C -1.95277 -0.71024 2.11564
Si 1.83166 0.58264 -2.14680
H 1.65156 -0.50625 -5.21265
H -2.99545 -0.72836 2.46320
H 0.07658 4.23705 0.64008
C -0.38734 -2.45116 -0.73778
Mn -0.11346 0.37383 0.21525
H -0.18407 2.97017 -3.70883
H -2.16877 -5.37002 -0.47990
C 0.63914 -0.76548 5.46195
C -0.03437 3.88516 -0.35542
C -0.17105 -5.22003 -1.27157
C 0.60419 -0.61262 -4.96619
C 0.89687 -4.35289 -1.58245
C 2.77631 2.19612 -2.02421
H -2.18528 -0.46569 5.01578
H -1.90941 0.00675 1.25309
H -2.11074 -0.21623 -4.10874
H -1.67766 -1.71840 1.75159
H 0.93152 0.47039 1.38737
H 1.61370 -2.32822 -1.63552
H 2.78037 -0.44575 -2.68066
C 0.16307 2.22248 -4.42769

## Properties
HOMO energy (spin up / spin down), eV: -11.96 / -12.23
Kohn-Sham gap (spin up / spin down), eV: 6.007 / 6.308
Net charge: +2
⟨S²⟩: 1.2351
2S+1: 2
LUMO level (spin up / spin down), Ha: -0.219 / -0.218

Atom charges from the Mulliken analysis, given in e for atoms 1 to 8:
1 C -1.2304
2 H 0.4205
3 C 0.7996
4 H 0.4103
5 P 1.4207
6 H 0.3651
7 N 0.0882
8 H 0.4099